This record from OMol25 describes 5 unconnected molecules or ions with the total composition CH12NO4 in a non-equilibrium geometry. The level of theory is ωB97M-V/def2-TZVPD.

Computed properties:
HOMO-LUMO gap, eV: 8.80
Charge: +1
E_HOMO, eV: -14.1
DFT total energy, hartree: -400.71518
LUMO energy, eV: -5.308
ΔE to the lowest compared entry with this formula, charge and spin, kcal per mole: 40.4

Last column: natural (NBO) charge in e.
Geometry (Å):
C (-0.66292, 0.69314, 1.84910)  0.172
N (-0.48241, 0.69927, 0.57189)  -0.647
H (-0.14993, 1.35868, 2.54240)  0.215
H (-1.32096, -0.09049, 2.22995)  0.214
H (-1.36643, 0.55096, -0.03472)  0.475
H (0.47973, 0.58106, 0.22475)  0.473
H (-1.37156, 3.25772, -2.84846)  0.497
H (-2.07448, 4.05086, -1.71410)  0.497
O (-1.99913, 3.18583, -2.11787)  -0.973
H (-2.58819, 1.57707, -1.44949)  0.530
H (-3.61412, 0.91365, -0.54974)  0.507
O (-2.67859, 0.91237, -0.72892)  -0.971
H (1.97475, -1.49357, 0.82496)  0.479
H (2.43300, -1.64190, -0.59002)  0.497
O (1.65426, -1.37892, -0.07693)  -0.965
H (4.63103, -4.16318, 0.49513)  0.479
H (3.69326, -4.58979, 1.61079)  0.477
O (3.83790, -3.88934, 0.98118)  -0.956

Cartesian forces (eV/Å) of the 2 atoms listed first:
C 0.0 -0.5 -0.4
N -0.1 -0.8 0.8